Formula: C4H12N2O
Source: the OMol25 dataset
Level of theory: wB97M-V/def2-TZVPD

The calculation puts the molar mass at 104.15 g/mol. The largest force on an atom is 5.34 eV/A. The value obtained for the LUMO energy is 0.83 eV. The energy above the lowest of the compared OMol25 structures with the same formula, charge and spin is 64.5 kcal/mol. Its HOMO energy is -9.26 eV. Its SMILES is C=C(N)CCN.O.

CARTESIAN COORDINATES (ANGSTROEM)
O 3.8483 -0.4066 -1.7837
N -2.3033 -0.7715 0.1595
N 1.0413 0.6054 -1.0402
C 0.6234 -0.5755 -0.2344
C -1.4714 0.1596 0.8698
C -1.9927 1.2523 1.5031
C -0.0279 -0.1990 1.0007
H 0.8282 1.3877 -0.5983
H -2.7454 -1.4585 0.8042
H 0.5313 0.7360 -1.9341
H -1.2965 1.9405 1.8663
H 0.1567 -1.2659 -0.9222
H -3.0348 -0.1516 -0.0351
H 0.0964 -1.0239 1.7610
H 1.5768 -1.2126 0.0252
H 2.9538 -0.1587 -1.8733
H 0.3751 0.6140 1.5945
H -3.0193 1.6967 1.1543
H 3.8600 -1.1685 -2.3173


Formula: C31H39N7O2PRuS5Sb
Source: the OMol25 dataset
Level of theory: wB97M-V/def2-TZVPD

The calculation puts the molar mass at 955.84 g/mol. The largest force on an atom is 3.67 eV/A. The value obtained for the LUMO energy (alpha / beta) is 1.82 / 0.37 eV. The energy above the lowest of the compared OMol25 structures with the same formula, charge and spin is 94.5 kcal/mol. Its HOMO energy (alpha / beta) is -2.50 / -4.87 eV. As for the total charge: -1. Its spin multiplicity is 6.

CARTESIAN COORDINATES (ANGSTROEM)
Sb 0.0669 -3.2568 -4.2009
Ru 0.4196 -1.8470 -0.5495
S -0.3303 -3.8866 -0.6592
S 1.3205 -5.1883 -3.6851
S -1.5171 -3.8455 -2.4655
S 1.7858 1.9553 1.4398
S 1.3886 -1.6043 -2.7015
P 2.5447 -2.6676 0.0105
O 2.3412 2.4598 0.1750
O 2.6991 1.4550 2.4459
N 0.7294 0.8684 0.9444
N -5.5591 1.9279 -2.5072
N 0.0770 0.3106 3.1096
N -1.4734 -0.6761 -1.4240
N -4.2277 3.7575 -2.4878
N -0.3359 -1.2087 1.3289
N -1.6066 6.4798 3.5182
C -7.6132 2.9646 -3.3940
C -0.0859 4.6174 3.9220
C 4.7186 -0.7567 1.0671
C 1.5114 -4.4186 1.9654
C -1.8724 1.6812 -1.8916
C 2.5783 -3.2956 1.8188
C -1.0331 -1.7263 3.5086
C -3.2416 1.3862 -2.0823
C 3.7779 -1.1753 -0.0971
C 0.1792 -0.0004 1.7933
C 0.8747 3.3761 2.0578
C 0.7032 3.5368 3.4856
C -7.0448 5.0579 -4.4999
C -7.9439 3.9539 -4.2796
C -1.0724 0.6265 -1.4421
C 4.4840 -1.1221 -1.4055
C 3.4775 -4.0763 -0.8978
C -5.9462 5.2918 -3.6608
C 2.9023 -5.5128 -0.7644
C 0.0940 4.2277 1.1758
C 4.9560 -4.2186 -0.5236
C -2.6920 -0.9986 -1.8723
C -3.6124 0.0410 -2.1090
C -6.2886 3.0093 -2.8706
C -0.7875 5.4795 2.9990
C -1.0168 -2.0437 2.1634
C 3.9549 -3.6447 2.4563
C -0.5961 5.3115 1.6083
C -0.4772 -0.5419 3.9752
C -4.3250 2.3713 -2.3429
C -5.4848 4.1650 -2.9312
H 3.3564 -3.8499 -2.0156
H 1.8337 -5.5956 -0.8391
H 3.8477 -1.4265 -2.2582
H 4.1604 -0.7180 2.0469
H -4.6395 -0.2340 -2.3428
H -1.9922 6.3563 4.4438
H -8.9281 3.8891 -4.8392
H 2.9964 -0.4151 -0.0473
H -1.5533 -2.4509 4.1331
H -0.1158 4.7675 4.9798
H 3.4653 -6.0348 0.0250
H 4.2202 -4.6533 2.2791
H 2.2223 -2.3560 2.2857
H 1.9527 -5.4217 2.0127
H 4.9946 0.3023 0.9787
H 4.7953 -3.0865 2.0928
H -2.8788 -2.0812 -2.0038
H -5.5383 6.2467 -3.5942
H 0.7653 -4.3418 1.1762
H 5.5985 -4.1168 -1.4357
H 1.1481 2.8338 4.2186
H 5.3788 -1.7793 -1.5353
H 5.1845 -5.1736 -0.1120
H 3.8680 -3.3517 3.5559
H 0.0066 0.8344 -1.2581
H -2.2011 6.9633 2.8495
H -8.2525 2.1725 -3.1532
H -1.0314 5.9604 0.8870
H -0.4846 -0.2035 5.0030
H 0.9439 -4.2510 2.9640
H 5.2822 -3.4473 0.2019
H 4.8987 -0.1132 -1.5615
H -1.5085 2.7052 -1.7586
H 3.2536 -6.0085 -1.7009
H -7.1330 5.6373 -5.4326
H -0.0045 3.9168 0.1269
H -3.3194 4.2500 -2.4006
H 5.5900 -1.4468 1.1283
H -1.5831 -2.8783 1.6762


Formula: C17H36FNO2S
Source: the OMol25 dataset
Level of theory: wB97M-V/def2-TZVPD

The calculation puts the molar mass at 337.54 g/mol. The largest force on an atom is 9.55 eV/A. The value obtained for the LUMO energy is -0.86 eV. Its HOMO energy is -9.69 eV. Its SMILES is C#CCCCNS(=O)(=O)F.CCCCCC.CCCCCC.

CARTESIAN COORDINATES (ANGSTROEM)
S 5.0309 2.2674 3.4654
F 3.9944 3.6091 3.1333
O 4.3993 1.5535 4.7208
O 6.4708 2.7291 3.9063
N 5.0380 1.0837 2.1815
C 5.9958 4.3284 0.7840
C -1.0345 0.1378 -3.1581
C -4.5787 -4.0031 -0.2540
C 4.5473 4.9435 0.2826
C 2.1858 0.0291 -1.2075
C -0.7765 -0.6982 -1.9152
C 2.5186 -0.9765 -0.1174
C -5.8069 -1.4311 1.0426
C -7.3010 -1.6917 0.9432
C -5.1513 -2.8186 -1.0373
C -5.0968 -1.4691 -0.3119
C 0.9698 0.8977 -0.8735
C 3.1409 5.0887 0.0845
C -0.3499 0.1356 -0.7057
C 6.2108 2.7377 0.4571
C 4.9351 1.7712 0.8068
C -3.0988 -3.8528 0.0584
H -2.5151 -3.7505 -0.8624
H -2.9038 -2.9810 0.6900
H 3.4093 -1.5505 -0.3936
H 2.0330 -0.4945 -2.1574
H 7.1671 2.3273 1.0403
H -7.7829 -0.9538 0.2928
H -7.7627 -1.6239 1.9330
H 3.0515 0.6851 -1.3546
H 1.7030 -1.6884 0.0407
H -5.1379 -4.1535 0.6759
H -4.6068 -2.7232 -1.9853
H -1.8172 0.8811 -2.9722
H 2.0431 5.2536 -0.3410
H 6.2399 4.5903 1.9212
H -0.1318 0.6610 -3.4875
H -5.3531 -2.1457 1.7369
H -7.5114 -2.6903 0.5488
H -2.7350 -4.7364 0.5934
H 3.8820 2.2653 0.6841
H 1.1708 1.4486 0.0540
H -1.1414 0.8600 -0.4754
H 4.1361 0.5317 2.2931
H 2.7236 -0.4689 0.8309
H -0.0299 -1.4677 -2.1366
H -1.3640 -0.5025 -3.9821
H -6.1873 -3.0450 -1.3106
H 6.8227 4.9125 0.1512
H -5.5368 -0.7059 -0.9663
H -5.6560 -0.4371 1.4862
H -0.2828 -0.5219 0.1688
H -4.0509 -1.1736 -0.1691
H 4.9705 0.8761 0.0206
H -1.7006 -1.2346 -1.6590
H 6.4763 2.6397 -0.6942
H -4.7203 -4.9135 -0.8478
H 0.8558 1.6585 -1.6528